Entry 1:
The following is a quantum chemistry calculation of the ion C5H7IN with charge +1 in a non-equilibrium geometry, from the Open Molecules 2025 dataset.

The value obtained for the largest force on an atom is 7.097 eV/Å. The SMILES is C/C=[N+]1C(C)=C/1I. Its relative energy (zero: lowest compared OMol25 entry of this formula, charge and spin) is 61.4 kcal per mole. The calculation puts the gap between HOMO and LUMO at 9.4 eV. Its total charge is +1.

The geometry in XYZ format:
```
14
Properties=species:S:1:pos:R:3:forces:R:3
C 0.22024 -2.37006 0.02877 -5.44 1.58 -4.27
C 0.77289 -1.01281 0.06758 -3.11 -0.47 -0.73
N -0.03657 -0.04230 -0.11690 0.55 0.14 0.69
C -0.36889 1.36158 -0.11561 -0.01 -2.45 0.85
C 0.48318 2.51181 0.00168 -0.59 -0.89 3.26
C -1.34781 0.48450 -0.00026 -0.83 0.19 -0.84
I -3.34273 -0.15358 -0.02639 1.26 0.42 0.10
H 0.73557 -3.02612 0.54358 2.71 -3.32 2.42
H -0.89003 -2.40687 0.37847 1.92 0.20 -0.38
H 0.10251 -2.73416 -1.11385 0.64 0.75 2.47
H 1.79365 -0.93026 0.13161 2.31 1.02 -0.01
H -0.02441 3.12071 0.74415 0.20 0.57 0.05
H 0.42643 2.95414 -0.89709 0.56 2.17 -3.20
H 1.47595 2.24342 0.37425 -0.18 0.09 -0.42
```
Positions in Å, forces in eV/Å.

=====

Entry 2:
The following is a quantum chemistry calculation of the molecule C5H7IN2S in a non-equilibrium geometry, from the Open Molecules 2025 dataset.

The value obtained for the largest force on an atom is 5.075 eV/Å. The SMILES is CS[C@H](I)c1cn[nH]c1. Its relative energy (zero: lowest compared OMol25 entry of this formula, charge and spin) is 16.8 kcal per mole. The calculation puts the gap between HOMO and LUMO at 9.1 eV.

The geometry in XYZ format:
```
16
Properties=species:S:1:pos:R:3:forces:R:3
C 0.74057 2.41435 -0.06997 0.61 -4.97 0.81
S -0.61102 1.84217 1.00033 -0.70 -0.44 -1.37
C -1.18620 0.52688 -0.27238 -1.18 1.02 2.03
I -3.30892 0.14902 -0.18874 -0.29 0.29 0.23
C -0.52191 -0.71919 0.03748 1.45 -0.37 -1.81
C -0.52103 -1.44509 1.23094 2.48 -0.41 -1.75
N 0.50395 -2.31471 1.19781 -1.16 -0.57 1.91
N 1.12569 -2.19601 0.02634 -3.04 2.23 0.68
C 0.47573 -1.27417 -0.73751 1.66 0.04 -1.78
H 0.37698 2.66619 -0.98573 -1.22 1.23 -2.48
H 1.38488 1.46185 -0.30177 -0.65 1.89 0.72
H 1.26595 3.17312 0.37711 1.36 1.66 1.09
H -1.12406 0.93207 -1.25191 0.67 0.17 -0.70
H -1.19606 -1.18333 1.99236 -0.28 -0.52 1.41
H 1.68358 -2.92373 -0.27952 1.35 -1.42 -0.51
H 0.91185 -1.10943 -1.77486 -1.07 0.18 1.53
```
Positions in Å, forces in eV/Å.

=====

Entry 3:
The following is a quantum chemistry calculation of a structure of composition C5H7LiO3Rh in a non-equilibrium geometry, from the Open Molecules 2025 dataset.

The value obtained for the largest force on an atom is 6.384 eV/Å. The calculation puts the gap between HOMO and LUMO (alpha / beta) at 6.0 / 5.3 eV. Its spin multiplicity is 5. Its total charge is +3. As for the expectation value of S²: 6.010.

The geometry in XYZ format:
```
17
Properties=species:S:1:pos:R:3:forces:R:3
C -2.61242 0.99543 0.70524 6.30 0.00 1.03
C -3.50138 0.46207 -0.10847 -1.14 -0.86 -3.87
H -2.34382 2.05054 0.69537 -0.79 0.56 0.74
H -4.43090 0.98158 -0.32882 -0.64 -0.46 0.23
H -2.96164 -0.11205 -0.97267 -1.47 0.16 1.45
O -1.34366 0.22794 0.91480 -4.15 0.48 1.09
Rh 1.78536 1.69960 -0.99998 3.52 1.27 -1.50
O -0.15301 1.40053 -0.59982 -2.55 -0.18 2.18
C -0.22615 0.57549 0.32036 1.38 -0.58 -2.89
O 0.68145 -0.32849 0.55292 -1.32 0.20 1.33
C 2.10093 -0.04604 0.08588 0.48 -1.09 0.47
C 2.60473 -1.32500 -0.54710 0.01 0.23 -0.53
H 2.60623 0.10642 1.05011 0.07 0.54 -0.31
H 2.82469 -2.11252 0.19345 -0.04 0.35 -0.11
H 3.54587 -1.09152 -1.06581 -0.10 -0.20 0.16
H 1.91273 -1.72718 -1.29985 0.17 0.16 0.10
Li -0.48903 -1.75681 1.40440 0.26 -0.60 0.42
```
Positions in Å, forces in eV/Å.

=====

Entry 4:
The following is a quantum chemistry calculation of the molecule C5H7N in a non-equilibrium geometry, from the Open Molecules 2025 dataset.

The value obtained for the largest force on an atom is 2.586 eV/Å. The SMILES is Cc1ccc[nH]1. Its relative energy (zero: lowest compared OMol25 entry of this formula, charge and spin) is 25.8 kcal per mole. The calculation puts the gap between HOMO and LUMO at 9.1 eV.

The geometry in XYZ format:
```
13
Properties=species:S:1:pos:R:3:forces:R:3
C -0.09397 -1.88828 0.15205 -0.07 -0.24 -0.05
C -0.03247 -0.40289 0.08992 -0.27 -0.09 0.07
C 0.19125 0.51867 1.06749 -0.79 -0.95 -0.17
C 0.09547 1.81636 0.49230 2.08 -0.69 1.21
C -0.14606 1.66152 -0.84598 -0.05 -0.22 -0.03
N -0.26046 0.31343 -1.06158 -0.22 -0.24 -0.35
H -1.11732 -2.25320 0.01083 0.11 -0.02 -0.01
H 0.54291 -2.36699 -0.60049 -0.07 0.07 0.07
H 0.24381 -2.22679 1.13642 -0.06 0.09 -0.18
H 0.39253 0.32869 2.11572 0.12 -0.08 -0.26
H 0.93121 2.24196 1.04557 -0.86 2.41 -0.39
H -0.27914 2.36780 -1.65272 0.22 -0.09 0.09
H -0.46775 -0.11029 -1.94954 -0.14 0.05 0.02
```
Positions in Å, forces in eV/Å.

=====

Entry 5:
The following is a quantum chemistry calculation of the molecule C5H7N in a non-equilibrium geometry, from the Open Molecules 2025 dataset.

The value obtained for the largest force on an atom is 1.980 eV/Å. The SMILES is Cc1cc[nH]c1. Its relative energy (zero: lowest compared OMol25 entry of this formula, charge and spin) is 26.2 kcal per mole. The calculation puts the gap between HOMO and LUMO at 9.1 eV.

The geometry in XYZ format:
```
13
Properties=species:S:1:pos:R:3:forces:R:3
C -1.52210 -0.96082 -0.56210 0.33 -0.40 -0.45
C -0.16700 -0.43928 -0.21327 0.20 -0.13 0.02
C 0.28118 -0.31493 1.11536 -0.58 0.54 0.40
C 1.20170 0.69983 1.19546 -0.21 -1.09 -1.14
N 1.52984 1.01764 -0.11456 -0.65 0.59 -0.09
C 0.66221 0.36499 -0.95796 0.01 -0.39 -0.19
H -2.25050 -0.28427 -0.12954 -0.28 0.03 0.10
H -1.68071 -0.95340 -1.63869 -0.04 -0.14 -0.09
H -1.71107 -1.96415 -0.17580 0.03 0.04 -0.06
H -0.18383 -0.71774 1.99966 -0.28 -0.04 0.00
H 0.96037 1.38288 1.96662 1.46 0.91 0.97
H 2.19381 1.69836 -0.45042 -0.17 -0.05 0.37
H 0.68609 0.47089 -2.03474 0.19 0.13 0.15
```
Positions in Å, forces in eV/Å.

=====

Entry 6:
The following is a quantum chemistry calculation of a structure of composition C5H7N in a non-equilibrium geometry, from the Open Molecules 2025 dataset.

The value obtained for the largest force on an atom is 1.557 eV/Å. Its relative energy (zero: lowest compared OMol25 entry of this formula, charge and spin) is 90.4 kcal per mole. The calculation puts the gap between HOMO and LUMO at 8.2 eV.

The geometry in XYZ format:
```
13
Properties=species:S:1:pos:R:3:forces:R:3
C -1.18404 0.10128 -1.21102 -0.19 0.04 -0.09
C 0.18144 0.20211 -0.59620 -0.15 0.28 -0.18
C 0.37963 0.83417 0.69199 0.14 0.64 -0.56
C 0.76145 -0.96960 0.14991 0.15 0.30 0.35
C 0.57032 -1.02558 1.55409 -0.41 -0.47 1.43
N 0.50394 -0.92705 2.71690 -0.06 -0.95 -0.51
H -1.12912 -0.51705 -2.11061 -0.13 0.08 0.07
H -1.54534 1.09810 -1.47482 -0.11 -0.09 -0.07
H -1.88267 -0.36869 -0.51275 0.05 0.11 -0.08
H 0.94653 0.59262 -1.26887 -0.06 -0.40 -0.28
H -0.49465 0.98769 1.33610 0.50 -0.44 -0.14
H 1.25237 1.39232 0.99289 0.16 -0.02 -0.40
H 1.59450 -1.55435 -0.27104 0.10 0.93 0.48
```
Positions in Å, forces in eV/Å.